No. 1
Computed, not measured: a cluster of 2 separate species, C10H11N4 in total, with ωB97M-V/def2-TZVPD.

Geometry as ORCA input:
```
! wB97M-V def2-TZVPD RIJCOSX def2/J DEFGRID3
* xyz 1 1
C 1.64746 1.93439 0.63741
C 2.25068 1.73402 -0.59343
C 1.02840 0.80828 1.27274
C 2.38162 0.56233 -1.22328
C -3.70921 1.23820 0.16743
C -2.89083 0.18227 0.64283
C 1.17787 -0.41822 0.67840
C 1.85101 -0.54337 -0.54110
C 0.61189 -1.69624 1.14151
C 1.50852 -1.85615 -0.92708
N -3.44389 1.43377 -1.12261
N -2.54493 0.45145 -1.42412
N -2.27447 -0.34056 -0.36591
N 0.91083 -2.58184 0.00090
H 1.78021 2.90749 1.01713
H 2.79143 2.67309 -0.94089
H 0.49744 0.82422 2.25935
H 2.89274 0.34500 -2.22757
H -4.45541 1.72804 0.70603
H -2.90718 -0.19035 1.74526
H 1.24090 -1.92921 2.05357
H -0.39527 -1.73398 1.41595
H 1.77876 -2.31006 -1.84541
H 0.56725 -3.56715 -0.13171
H -2.29585 0.34457 -2.39543
*
```

HOMO-LUMO gap   0.2984 Eh
Relative energy (zero: lowest compared OMol25 entry of this formula, charge and spin)   9.2 kcal per mole
Molar mass   187.2 g/mol
E_HOMO   -12.9 eV

These are the natural (NBO) partial charges, in e, on atoms 1 to 2: -0.10, -0.22

---

No. 2
Computed, not measured: the molecule C10H11NO2, with ωB97M-V/def2-TZVPD.

Geometry as ORCA input:
```
! wB97M-V def2-TZVPD RIJCOSX def2/J DEFGRID3
* xyz 0 1
C 2.73749 0.91434 -1.25296
C 1.47316 0.37688 -0.75352
C 0.43565 1.36162 -0.01463
C -0.69962 0.46364 0.46814
C -1.68925 0.88571 1.35617
C -2.82551 0.23684 1.55887
C -2.91469 -1.12227 1.06441
C -1.71122 -1.61731 0.49558
C -0.76881 -0.80159 0.00501
C 0.38282 -1.46668 -0.85475
H 2.96958 1.78185 0.37944
H 1.81139 -0.27118 0.06855
H 0.27431 2.27501 -0.55526
H 1.00688 1.68115 0.89710
H -1.54198 1.93231 1.49672
H -3.93257 0.61945 1.99645
H -3.80183 -1.65591 1.38895
H -1.82225 -2.61842 0.24522
H -0.00674 -2.53837 -1.33982
H 1.19174 -1.79835 -0.05181
H 1.63110 -0.60552 -2.33686
N 0.90587 -0.33044 -1.78593
O 3.39221 1.74171 -0.41178
O 3.50226 0.55553 -2.06328
*
```

HOMO-LUMO gap   0.3624 Eh
Relative energy (zero: lowest compared OMol25 entry of this formula, charge and spin)   99.8 kcal per mole
Molar mass   177.2 g/mol
E_HOMO   -9.3 eV

These are the natural (NBO) partial charges, in e, on atoms 1 to 2: 0.77, -0.17

---

No. 3
Computed, not measured: a cluster of 2 separate species, C10H11NO2S in total, with ωB97M-V/def2-TZVPD.

Geometry as ORCA input:
```
! wB97M-V def2-TZVPD RIJCOSX def2/J DEFGRID3
* xyz 0 1
C 1.43363 1.82334 -0.14879
C -1.90767 -0.50139 0.97728
C -1.56962 -0.36483 -1.38886
C -0.65958 -1.07394 1.12908
C -0.31315 -0.92490 -1.24619
C -2.37605 -0.13777 -0.28109
C 0.13764 -1.25749 0.01500
C -3.74065 0.45814 -0.43673
C 2.49996 -0.84849 1.26039
C 2.75085 1.51112 -0.39229
N 0.33506 2.13725 0.04780
O 2.45884 -1.89455 -1.11790
O 3.79600 2.14399 0.16592
S 1.78877 -2.01808 0.18211
H -2.52455 -0.33184 1.84712
H -1.92373 -0.10034 -2.37386
H -0.30678 -1.36503 2.10729
H 0.33085 -1.09921 -2.09475
H -4.47363 -0.33349 -0.59657
H -4.02277 1.00834 0.45722
H -3.77663 1.12802 -1.29084
H 3.57395 -0.86121 1.30117
H 1.96845 -0.63908 2.16859
H 3.01611 0.76364 -1.12551
H 3.50471 2.77778 0.83440
*
```

HOMO-LUMO gap (alpha / beta)   0.2964 / 0.2745 Eh
Relative energy (zero: lowest compared OMol25 entry of this formula, charge and spin)   72.1 kcal per mole
Molar mass   209.3 g/mol
E_HOMO (alpha / beta)   -8.4 / -8.2 eV

These are the natural (NBO) partial charges, in e, on atoms 1 to 2: 0.14, -0.19

---

No. 4
Computed, not measured: the molecule C10H11NO3, with ωB97M-V/def2-TZVPD.

Geometry as ORCA input:
```
! wB97M-V def2-TZVPD RIJCOSX def2/J DEFGRID3
* xyz 0 1
C -2.40189 1.20700 -0.15093
C -0.73593 -1.84369 0.42982
C 0.05558 0.86853 -0.11994
C -3.43799 0.36430 -0.06513
C -1.21426 0.50626 0.01157
C -1.62955 -0.88418 0.22156
C 0.68852 -1.59071 0.30638
C 1.16574 -0.15678 0.18213
C 1.82191 -0.15245 -2.04305
C 2.17387 1.29138 1.83739
N -2.98157 -0.93522 0.15828
O 1.53368 -2.44888 0.28419
O 2.24967 -0.01335 -0.64904
O 1.63739 0.02807 1.51929
H -2.44562 2.30949 -0.31489
H -0.98877 -2.92092 0.25481
H 0.35477 1.84018 -0.34642
H -4.50117 0.49031 -0.32527
H 2.76199 0.02902 -2.51946
H 1.06254 0.50410 -2.43368
H 1.51729 -1.16343 -2.17712
H 2.92231 0.96123 2.62498
H 1.34861 1.95780 2.24531
H 2.49141 1.51268 0.77447
H -3.44851 -1.76074 0.29476
*
```

HOMO-LUMO gap   0.2755 Eh
Relative energy (zero: lowest compared OMol25 entry of this formula, charge and spin)   97.5 kcal per mole
Molar mass   193.2 g/mol
E_HOMO   -7.9 eV

These are the natural (NBO) partial charges, in e, on atoms 1 to 2: -0.30, -0.41

---

No. 5
Computed, not measured: the molecule C10H12ClNO2, with ωB97M-V/def2-TZVPD.

Geometry as ORCA input:
```
! wB97M-V def2-TZVPD RIJCOSX def2/J DEFGRID3
* xyz 0 1
C -1.33136 0.32960 1.28888
C -0.69253 -0.52682 0.11713
C -1.73012 -0.62029 -1.00882
C -3.13825 -0.56748 -0.55643
C 0.75660 -0.20275 0.09319
C 1.41455 0.30357 -1.12172
C 2.73204 0.41727 -1.17985
C 3.62659 -0.32873 -0.36757
C 2.96842 -1.03171 0.68072
C 1.56370 -0.90471 0.87235
H -0.50986 2.20831 0.60030
H -1.87993 2.34827 1.33709
H -2.39261 -0.08629 1.57336
H -0.49796 0.29925 2.13237
H -0.71872 -1.40263 0.64474
H -1.43295 -1.64904 -1.45097
H -1.59405 0.28950 -1.74866
H -2.48641 1.38303 -0.47386
H 0.83539 1.03986 -1.86578
H 3.11527 1.06688 -2.05521
H 3.55725 -1.93258 1.12070
H 1.12924 -1.44392 1.77888
N -1.44215 1.70667 0.61624
O -3.33790 0.73421 -0.42264
O -3.87237 -1.48429 -0.44588
Cl 5.35811 0.05482 -0.15856
*
```

HOMO-LUMO gap   0.3425 Eh
Relative energy (zero: lowest compared OMol25 entry of this formula, charge and spin)   60.5 kcal per mole
Molar mass   213.7 g/mol
E_HOMO   -9.2 eV

These are the natural (NBO) partial charges, in e, on atoms 1 to 2: -0.22, -0.25

---

No. 6
Computed, not measured: a structure of composition C10H12DyN2O5S, with ωB97M-V/def2-TZVPD.

Geometry as ORCA input:
```
! wB97M-V def2-TZVPD RIJCOSX def2/J DEFGRID3
* xyz 3 6
O -0.33331 3.86107 -4.47807
C -0.33320 2.82133 -4.10974
Dy -0.32972 0.59111 -3.03150
O -0.33339 -1.08680 -6.11068
C -0.33439 -0.60290 -5.06193
C -0.33246 -1.80756 -2.43054
O -0.33368 -2.90679 -2.04522
C -2.41886 0.08090 -3.13007
O -3.57472 -0.00317 -3.08938
C 1.75469 0.08212 -3.12471
O 2.91063 -0.00361 -3.08908
C 1.89813 1.07748 3.43396
C 0.54402 1.26890 2.81350
N 0.69079 1.38878 1.33564
C -0.06912 0.73098 0.41564
S -0.57027 1.77314 -0.95867
N -0.58243 -0.52866 0.51979
C -0.09467 -1.60252 1.43175
C -1.20572 -2.07419 2.32664
H 2.38145 0.17249 3.06535
H 1.77174 0.98863 4.51565
H 2.54621 1.93220 3.23524
H -0.14613 0.45723 3.02510
H 0.08574 2.19982 3.18540
H 1.12386 2.25233 1.04274
H -1.30560 -0.81333 -0.12093
H 0.26229 -2.41970 0.78862
H 0.76281 -1.21146 1.97053
H -2.02402 -2.50192 1.74618
H -0.81067 -2.84963 2.98662
H -1.60001 -1.26629 2.94218
*
```

HOMO-LUMO gap (alpha / beta)   0.2162 / 0.2221 Eh
Molar mass   434.8 g/mol
E_HOMO (alpha / beta)   -19.8 / -19.8 eV

These are the Löwdin partial charges, in e, on atoms 1 to 2: 0.27, -0.01

---

> Number 4 is which compound?

C10H11NO3